Entry from the OMol25 dataset: C39H40MnN7O5PS3 as an isolated structure (the ωB97M-V functional and the def2-TZVPD basis).

Last column: Löwdin spin population.
Positions of all 96 atoms, in Å:
1 Mn -1.323 -0.977 0.533  1.0048
2 N 1.417 -2.716 -2.281  0.0033
3 C 0.357 -2.130 -1.740  0.0052
4 N 0.158 -2.020 -0.445  0.0049
5 C 1.163 -2.383 0.428  -0.0005
6 N 1.008 -2.255 1.718  0.0004
7 N -0.213 -1.703 1.991  -0.0078
8 C -0.531 -1.454 3.205  -0.0104
9 C -1.854 -0.866 3.377  -0.0022
10 C -2.373 -0.481 4.604  -0.0020
11 C -3.657 0.034 4.649  -0.0007
12 C -4.386 0.141 3.475  -0.0016
13 C -3.791 -0.249 2.287  0.0007
14 N -2.559 -0.743 2.233  0.0009
15 C 2.385 -2.951 -0.107  0.0001
16 C 3.455 -3.331 0.714  -0.0001
17 C 4.603 -3.836 0.153  0.0003
18 C 4.703 -3.968 -1.237  0.0000
19 C 3.663 -3.602 -2.060  0.0003
20 C 2.496 -3.090 -1.489  0.0001
21 H 1.592 -2.579 -3.278  0.0001
22 H -0.432 -1.802 -2.401  0.0002
23 H 0.139 -1.664 4.031  -0.0009
24 H -1.766 -0.569 5.495  -0.0001
25 H -4.081 0.358 5.590  0.0000
26 H -5.389 0.545 3.469  0.0000
27 H -4.303 -0.140 1.339  0.0003
28 H 3.353 -3.205 1.782  0.0000
29 H 5.434 -4.123 0.783  0.0000
30 H 5.615 -4.348 -1.677  0.0000
31 H 3.748 -3.668 -3.134  0.0000
32 C -3.777 -4.571 0.195  0.0005
33 C -2.799 -3.656 0.600  -0.0024
34 N -2.628 -2.491 0.006  -0.0069
35 C -3.432 -2.177 -1.035  -0.0022
36 C -4.433 -3.027 -1.517  -0.0002
37 C -4.595 -4.258 -0.863  -0.0019
38 C -5.218 -2.599 -2.641  -0.0006
39 C -4.986 -1.409 -3.236  0.0005
40 C -3.956 -0.527 -2.763  -0.0005
41 C -3.638 0.710 -3.357  0.0021
42 C -2.616 1.456 -2.837  -0.0007
43 C -1.917 0.995 -1.710  0.0020
44 N -2.208 -0.153 -1.125  -0.0014
45 C -3.200 -0.908 -1.656  0.0002
46 H -3.873 -5.513 0.716  0.0001
47 H -2.135 -3.872 1.429  -0.0003
48 H -5.358 -4.950 -1.198  -0.0001
49 H -5.996 -3.257 -3.009  -0.0001
50 H -5.576 -1.099 -4.090  0.0000
51 H -4.195 1.051 -4.221  0.0001
52 H -2.331 2.403 -3.272  -0.0001
53 H -1.101 1.571 -1.296  0.0000
54 C -0.459 2.956 7.279  0.0000
55 C -0.620 2.741 5.798  0.0001
56 C -1.769 3.153 5.134  -0.0002
57 C -1.906 2.975 3.763  0.0001
58 C -0.884 2.378 3.045  -0.0002
59 C 0.276 1.965 3.688  0.0001
60 C 0.399 2.144 5.055  -0.0001
61 S -1.071 2.119 1.296  0.0019
62 O -2.501 2.113 1.043  0.0005
63 O -0.310 3.128 0.609  0.0000
64 O -0.474 0.761 1.129  0.0140
65 H -1.417 3.163 7.755  0.0000
66 H 0.200 3.804 7.477  0.0000
67 H -0.018 2.083 7.761  0.0000
68 H -2.571 3.620 5.696  0.0000
69 H -2.807 3.279 3.246  0.0000
70 H 1.065 1.495 3.114  0.0000
71 H 1.304 1.820 5.558  0.0000
72 C 4.372 1.940 -0.798  0.0000
73 C 4.820 1.142 -2.009  0.0000
74 C 4.928 -0.343 -1.729  0.0000
75 O 3.976 1.454 -3.136  0.0000
76 P 2.623 0.731 -3.620  0.0001
77 S 2.945 -0.914 -4.666  0.0001
78 S 1.335 0.563 -2.110  0.0005
79 O 2.138 1.822 -4.687  0.0000
80 C 2.096 3.261 -4.574  0.0000
81 C 1.625 3.771 -3.224  0.0000
82 C 3.431 3.855 -4.988  0.0000
83 H 5.082 1.795 0.019  0.0000
84 H 3.381 1.623 -0.472  0.0000
85 H 4.334 3.004 -1.034  0.0000
86 H 5.800 1.504 -2.331  0.0000
87 H 3.970 -0.738 -1.384  0.0000
88 H 5.671 -0.501 -0.945  0.0000
89 H 5.228 -0.889 -2.622  0.0000
90 H 1.350 3.533 -5.326  0.0000
91 H 2.326 3.517 -2.430  0.0000
92 H 0.658 3.350 -2.955  0.0000
93 H 1.535 4.858 -3.274  0.0000
94 H 4.199 3.627 -4.251  0.0000
95 H 3.335 4.939 -5.078  0.0000
96 H 3.742 3.450 -5.951  0.0000

Maximum force = 0.0138 hartree/bohr
LUMO energy (spin up / spin down) = -0.756 / -0.750 eV
Orbital gap (spin up / spin down) = 6.004 / 6.010 eV
HOMO energy (spin up / spin down) = -6.761 / -6.760 eV
Multiplicity = 2
Relative energy (zero: lowest compared OMol25 entry of this formula, charge and spin) = 0.0 kJ/mol

***

Entry from the OMol25 dataset: C33H32Br2N6O2SiSn as an isolated structure in a non-equilibrium geometry (the ωB97M-V functional and the def2-TZVPD basis).

Last column: Löwdin charge in e.
Positions of all 77 atoms, in Å:
1 Sn -0.187 0.476 0.509  1.2920
2 O 7.167 -2.662 1.336  0.1921
3 C 7.181 -2.130 2.379  -0.4053
4 O 7.180 -1.596 3.419  0.1998
5 C 4.263 -1.450 1.977  0.1332
6 C 3.677 -0.558 2.829  0.0266
7 C 2.377 -0.184 2.495  -0.1852
8 N 1.790 -0.660 1.388  0.0300
9 C 2.382 -1.579 0.612  -0.1973
10 C 3.676 -2.016 0.880  0.0243
11 C 1.551 -2.131 -0.491  -0.2170
12 C 1.966 -3.164 -1.315  0.0249
13 C 1.102 -3.634 -2.293  -0.0026
14 C -0.154 -3.064 -2.421  -0.0057
15 C -0.492 -2.031 -1.568  -0.1053
16 N 0.340 -1.581 -0.625  -0.0254
17 C 1.522 0.658 3.378  -0.2153
18 C 1.972 1.202 4.570  0.0217
19 C 1.060 1.828 5.408  -0.0082
20 C -0.272 1.883 5.038  -0.0125
21 C -0.633 1.350 3.814  -0.1259
22 N 0.242 0.759 3.000  -0.0207
23 H 4.178 -0.193 3.717  0.1226
24 H 4.185 -2.748 0.267  0.1209
25 H 2.951 -3.600 -1.217  0.1213
26 H 1.411 -4.439 -2.948  0.1299
27 H -0.861 -3.410 -3.165  0.1269
28 H -1.457 -1.535 -1.633  0.1065
29 H 3.012 1.146 4.860  0.1197
30 H 1.391 2.257 6.346  0.1292
31 H -1.016 2.336 5.679  0.1251
32 H -1.656 1.397 3.463  0.0931
33 Br 0.089 4.469 1.403  0.5987
34 C -1.817 4.774 1.382  -0.9954
35 Br -2.843 3.154 1.142  0.6051
36 H -2.032 5.429 0.552  0.0062
37 H -2.105 5.216 2.323  0.0049
38 C -2.693 0.951 -2.314  -0.1798
39 Si -1.265 1.973 -3.005  0.3940
40 C -1.617 2.244 -4.814  -0.1776
41 C -1.159 3.629 -2.135  -0.1809
42 N 0.190 1.137 -2.488  -0.0199
43 C 1.196 0.665 -3.224  -0.3672
44 C 1.077 0.321 -4.610  -0.0073
45 C 2.149 -0.178 -5.311  -0.0566
46 C 3.395 -0.323 -4.692  -0.0448
47 C 3.558 0.039 -3.350  -0.0717
48 C 2.488 0.503 -2.626  -0.0320
49 H -3.606 1.555 -2.276  0.0486
50 H -2.495 0.592 -1.302  -0.0544
51 H -2.896 0.081 -2.949  0.0412
52 H -2.533 2.835 -4.908  0.0477
53 H -1.781 1.303 -5.351  0.0321
54 H -0.815 2.793 -5.318  0.0470
55 H -2.161 4.063 -2.029  0.0385
56 H -0.553 4.326 -2.726  0.0469
57 H -0.703 3.539 -1.146  -0.0506
58 H 0.120 0.451 -5.100  0.0853
59 H 2.034 -0.443 -6.354  0.1172
60 H 4.240 -0.698 -5.257  0.1152
61 H 4.537 -0.038 -2.887  0.1121
62 H 2.606 0.827 -1.597  0.1009
63 N -2.107 -2.773 2.875  0.1578
64 C -1.138 -2.026 2.323  -0.1510
65 N -1.627 -1.054 1.581  -0.0366
66 C -3.021 -1.168 1.653  -0.2169
67 C -4.038 -0.406 1.076  -0.0276
68 C -5.339 -0.776 1.345  -0.0517
69 C -5.638 -1.876 2.167  -0.0526
70 C -4.644 -2.634 2.747  0.0073
71 C -3.333 -2.255 2.472  -0.1742
72 H -1.973 -3.564 3.483  0.1756
73 H -0.084 -2.210 2.473  0.1336
74 H -3.815 0.442 0.439  0.0579
75 H -6.153 -0.204 0.916  0.1181
76 H -6.675 -2.133 2.346  0.1189
77 H -4.871 -3.481 3.384  0.1243

Maximum force = 0.0241 hartree/bohr
LUMO energy (spin up / spin down) = -6.202 / -6.324 eV
Orbital gap (spin up / spin down) = 7.303 / 6.415 eV
Total charge = +2
HOMO energy (spin up / spin down) = -13.506 / -12.739 eV
Multiplicity = 1
Relative energy (zero: lowest compared OMol25 entry of this formula, charge and spin) = 36.1 kJ/mol